(A)
The following is a quantum chemistry calculation of a molecular structure, C7H10N, from the OMol25 dataset.

XYZ file:
```
18
Properties=species:S:1:pos:R:3:mulliken_charge:R:1
C -0.528 0.707 0.291 0.6777
C 0.589 1.880 0.484 -0.7473
C -1.961 -0.491 -0.225 -0.8263
C 0.830 0.930 -0.600 0.1133
C -0.792 -0.741 0.660 0.4143
C 0.393 -1.353 -0.028 -0.8787
C 1.621 -0.304 -0.249 -0.7306
N -1.540 0.905 -0.465 -0.4848
H 1.112 1.709 1.385 0.2735
H 0.119 2.888 0.186 0.3090
H -2.082 -1.118 -1.011 0.3542
H -2.968 -0.429 0.238 0.3149
H 0.434 1.071 -1.661 0.4025
H 0.234 -1.778 -1.033 0.3265
H -0.758 -0.888 1.727 0.3479
H 0.883 -2.045 0.520 0.4818
H 2.322 -0.644 -0.988 0.3844
H 2.092 -0.298 0.768 0.2678
```

The HOMO energy comes out at -15.20 eV. The HOMO-LUMO gap comes out at 9.10 eV. The lowest unoccupied orbital energy comes out at -6.101 eV. Its net charge is +1.


(B)
The following is a quantum chemistry calculation of a gas-phase ion, C7H10N (charge +1), from the OMol25 dataset.

XYZ file:
```
18
Properties=species:S:1:pos:R:3:mulliken_charge:R:1
C 1.298 1.384 -0.369 -1.1866
C 0.083 0.879 0.260 0.3948
C -1.206 1.460 0.194 -0.4786
C -2.424 0.759 0.102 -0.4696
C -2.318 -0.628 -0.120 -0.3332
C -1.309 -1.363 -0.258 0.3383
C 0.027 -1.315 -0.548 -0.6395
N 0.998 -1.905 0.434 -0.2653
H 1.723 2.097 0.269 0.3959
H 1.128 1.886 -1.372 0.3281
H 2.012 0.603 -0.471 0.3067
H 0.223 0.188 1.141 0.3808
H -1.288 2.543 0.179 0.3404
H -3.244 1.281 -0.116 0.5024
H 0.391 -1.661 -1.529 0.3434
H 1.353 -2.840 0.331 0.3599
H 0.687 -1.954 1.445 0.3988
H 1.868 -1.413 0.428 0.2835
```

The SMILES is C/C=C/C=C=C=C[NH3+]. The HOMO energy (alpha / beta) comes out at -12.43 / -12.42 eV. The HOMO-LUMO gap (alpha / beta) comes out at 7.86 / 7.86 eV. The lowest unoccupied orbital energy (alpha / beta) comes out at -4.564 / -4.565 eV. Its net charge is +1.


Going by the energies, (A) is most stable and the next is 124.1 kJ/mol up.


(A)
The following is a quantum chemistry calculation of a molecular structure, C25H34Cl5HgN2O6P2Se, from the OMol25 dataset.

XYZ file:
```
76
Properties=species:S:1:pos:R:3:mulliken_charge:R:1
Hg 1.567 -1.424 0.006 1.2195
Cl 4.650 -0.318 0.943 -0.1600
C 3.718 -0.915 2.271 1.1918
C 2.426 -1.355 2.019 -2.1030
C 1.698 -1.813 3.110 1.4665
Cl 0.078 -2.358 2.831 -0.1943
C 2.219 -1.848 4.400 -0.3818
Cl 1.288 -2.454 5.711 -0.1924
C 3.518 -1.392 4.618 0.6770
Cl 4.184 -1.404 6.199 -0.1906
C 4.275 -0.917 3.548 -0.2681
Cl 5.869 -0.334 3.811 -0.2025
C -3.140 1.629 -3.214 -0.7315
C -2.274 0.414 -3.500 0.4804
C -3.096 -0.802 -3.892 -1.3276
O -1.404 0.082 -2.384 -0.4390
P -1.686 -0.037 -0.852 -0.0221
O -0.823 -1.028 -0.188 -0.3100
C -1.457 1.622 -0.125 -0.2369
P 0.241 2.197 -0.503 0.3145
O 1.217 1.113 -0.671 -0.7655
O 0.577 3.308 0.573 -0.3042
C 0.834 3.202 1.993 0.4122
C 1.452 1.869 2.365 -1.0495
C -0.438 3.498 2.773 -1.4918
O 0.117 3.048 -1.827 -0.0476
C -0.017 4.492 -1.910 0.7618
C 1.361 5.131 -1.888 -1.4182
C -0.766 4.798 -3.193 -1.3941
O -3.236 -0.358 -0.735 0.0090
C -3.860 -0.721 0.527 0.6752
C -3.538 -2.157 0.902 -1.0194
C -5.348 -0.497 0.334 -1.5826
H -3.684 1.907 -4.115 0.5699
H -2.520 2.472 -2.909 -0.2402
H -3.863 1.403 -2.430 0.1290
H -1.570 0.650 -4.297 0.4538
H -3.829 -1.027 -3.119 0.1674
H -2.446 -1.667 -4.020 0.3366
H -3.617 -0.607 -4.830 0.4823
H -1.568 1.510 0.954 0.0986
H -2.189 2.339 -0.493 0.6573
H 1.552 4.002 2.186 0.3670
H 0.735 1.057 2.221 0.0189
H 1.768 1.880 3.408 0.5620
H 2.321 1.670 1.739 0.3095
H -1.130 2.655 2.743 0.2290
H -0.933 4.380 2.366 0.3630
H -0.186 3.691 3.815 0.4851
H -0.595 4.840 -1.050 0.2681
H 1.948 4.774 -2.735 0.3311
H 1.881 4.863 -0.971 0.3130
H 1.274 6.215 -1.943 0.4265
H -0.231 4.377 -4.045 0.3115
H -0.845 5.877 -3.320 0.4465
H -1.770 4.376 -3.168 0.3574
H -3.488 -0.044 1.306 0.1245
H -3.880 -2.834 0.118 0.2395
H -4.039 -2.412 1.836 0.4556
H -2.466 -2.292 1.029 0.0038
H -5.711 -1.136 -0.472 0.3164
H -5.552 0.543 0.074 0.3744
H -5.883 -0.746 1.249 0.4472
Se 0.087 -4.122 -1.432 0.1885
N 1.685 -3.245 -1.142 -0.7576
C 2.575 -4.193 -0.701 0.6921
C 3.897 -3.937 -0.335 -0.3491
C 4.706 -4.987 0.066 -0.7483
C 4.216 -6.296 0.094 -0.4396
C 2.913 -6.577 -0.259 -0.6693
C 2.058 -5.530 -0.654 0.5434
N 0.761 -5.703 -0.973 -0.8669
H 4.285 -2.928 -0.388 0.4562
H 5.725 -4.781 0.370 0.3941
H 4.871 -7.101 0.404 0.3590
H 2.531 -7.588 -0.232 0.4176
```

The HOMO energy (alpha / beta) comes out at -5.24 / -7.28 eV. The HOMO-LUMO gap (alpha / beta) comes out at 5.33 / 7.37 eV. As for the spin multiplicity: 2. The lowest unoccupied orbital energy (alpha / beta) comes out at 0.092 / 0.092 eV.


(B)
The following is a quantum chemistry calculation of a molecular structure, C25H34Cl5HgN2O6P2Se, from the OMol25 dataset.

XYZ file:
```
76
Properties=species:S:1:pos:R:3:mulliken_charge:R:1
Hg 2.834 -0.007 0.703 0.5434
Cl 2.880 0.496 3.944 -0.1757
C 2.627 -1.155 3.485 0.8039
C 2.543 -1.463 2.137 -1.3169
C 2.292 -2.780 1.792 0.8878
Cl 2.143 -3.179 0.107 -0.0541
C 2.151 -3.782 2.746 -0.1950
Cl 1.847 -5.409 2.277 -0.1404
C 2.263 -3.451 4.095 0.5212
Cl 2.107 -4.673 5.293 -0.1815
C 2.491 -2.128 4.471 -0.1904
Cl 2.596 -1.713 6.135 -0.1892
C -0.993 2.258 1.814 -0.6973
C -2.293 1.513 2.037 0.4390
C -2.488 1.041 3.464 -1.3526
O -2.385 0.405 1.091 -0.4802
P -1.569 -0.941 1.194 0.5381
O -0.316 -0.919 1.963 0.0487
C -1.342 -1.355 -0.550 -0.5189
P -0.461 -0.085 -1.473 -1.0131
O 0.716 0.454 -0.772 0.3382
O -1.486 1.078 -1.779 0.2087
C -2.692 0.889 -2.566 0.8624
C -3.816 1.570 -1.815 -1.3845
C -2.469 1.459 -3.951 -1.4222
O -0.188 -0.810 -2.849 -0.3631
C 0.975 -0.561 -3.712 0.3913
C 2.115 -1.436 -3.242 -1.1148
C 1.350 0.907 -3.786 -0.6688
O -2.662 -1.964 1.704 -0.5148
C -2.414 -3.190 2.443 0.5186
C -1.774 -2.915 3.790 -0.9703
C -1.607 -4.153 1.594 -0.8329
H -0.992 3.177 2.402 0.5260
H -0.876 2.512 0.760 0.0693
H -0.148 1.639 2.121 -0.0318
H -3.133 2.144 1.744 0.3569
H -1.650 0.418 3.780 0.1218
H -3.414 0.474 3.564 0.3470
H -2.539 1.907 4.125 0.5221
H -2.311 -1.567 -1.006 0.5946
H -0.737 -2.264 -0.592 0.3479
H -2.895 -0.183 -2.646 0.3244
H -3.604 2.636 -1.720 0.2935
H -3.926 1.144 -0.819 0.1901
H -4.754 1.449 -2.359 0.4627
H -2.175 2.507 -3.878 0.2886
H -3.391 1.394 -4.531 0.4477
H -1.692 0.908 -4.479 0.2434
H 0.622 -0.902 -4.686 0.3020
H 2.460 -1.102 -2.264 -0.0813
H 2.952 -1.360 -3.937 0.4527
H 1.803 -2.479 -3.179 0.3324
H 1.742 1.265 -2.834 -0.0766
H 0.499 1.527 -4.068 0.1825
H 2.127 1.030 -4.542 0.5206
H -3.420 -3.585 2.596 0.3263
H -0.767 -2.518 3.670 -0.0509
H -1.729 -3.847 4.355 0.4895
H -2.360 -2.193 4.359 0.2866
H -0.585 -3.788 1.464 -0.1721
H -2.066 -4.287 0.614 0.3036
H -1.550 -5.125 2.086 0.5062
Se 4.967 0.966 -1.770 0.1238
N 3.527 1.341 -0.685 -0.5701
C 2.983 2.517 -1.113 0.4208
C 1.874 3.154 -0.548 -0.5114
C 1.415 4.333 -1.098 -0.6873
C 2.047 4.897 -2.217 -0.5345
C 3.141 4.288 -2.788 -0.7045
C 3.638 3.082 -2.249 1.1832
N 4.697 2.423 -2.770 -0.9560
H 1.376 2.705 0.302 0.2505
H 0.556 4.826 -0.662 0.4149
H 1.671 5.823 -2.633 0.3879
H 3.640 4.711 -3.650 0.4325
```

The HOMO energy (alpha / beta) comes out at -5.80 / -7.79 eV. The HOMO-LUMO gap (alpha / beta) comes out at 6.10 / 7.89 eV. As for the spin multiplicity: 2. The lowest unoccupied orbital energy (alpha / beta) comes out at 0.304 / 0.100 eV.


Going by the energies, (B) is most stable and the next is 114.5 kJ/mol up.